C16H14FeN8O4S2 | ωB97M-V/def2-TZVPD

Geometry as XYZ:
```
45
Properties=species:S:1:pos:R:3:mulliken_spin:R:1
Fe -0.14089 0.18693 -0.32222 3.83
N 4.05545 -0.01113 -1.73678 0.00
C 2.82573 0.35523 -1.33362 -0.03
S 1.49177 -0.67491 -1.88812 0.50
N 2.70117 1.44212 -0.63238 0.07
N 1.40851 1.65156 -0.22351 -0.04
C 1.14831 2.72812 0.40378 0.05
C -0.25221 2.92425 0.82675 0.02
C -0.62122 3.94490 1.68280 0.01
C -1.94585 4.02313 2.09029 0.00
C -2.84898 3.08437 1.62499 0.00
C -2.39719 2.10079 0.75794 0.01
N -1.13081 2.02185 0.35921 0.02
H 4.18636 -0.80073 -2.33901 0.00
H 4.84644 0.54129 -1.45004 0.00
H 1.91492 3.46368 0.62707 0.00
H 0.11828 4.65327 2.03031 0.00
H -2.26259 4.80263 2.76980 0.00
H -3.88725 3.10435 1.92285 0.00
H -3.07233 1.35154 0.36394 0.00
O -3.12312 -3.64603 2.87836 0.00
C -3.50956 -3.75438 1.62065 0.00
O -4.26102 -4.61074 1.23335 0.00
C -2.99637 -2.73522 0.65483 -0.01
C -3.44261 -2.66265 -0.64759 -0.01
N -2.77150 -1.66393 -1.24260 -0.01
N -1.90933 -1.07468 -0.40264 0.05
C -2.03218 -1.71791 0.75229 0.00
C -1.11183 -1.30595 1.87070 -0.02
O -1.30595 -1.74049 2.99714 0.02
O -0.17605 -0.50395 1.51055 0.06
H -2.48830 -2.89391 3.00558 0.00
H -4.18648 -3.25400 -1.15481 0.00
H -2.85402 -1.33952 -2.19014 -0.01
S 1.31738 -2.79095 -0.12502 0.48
C 1.10460 -3.90213 -1.39505 -0.04
N 1.64729 -5.14628 -1.24898 0.03
C 1.50443 -6.12924 -2.15910 -0.01
C 0.81326 -5.86601 -3.30205 0.01
C 0.28902 -4.57052 -3.42334 -0.01
N 0.40961 -3.62683 -2.51011 0.01
H 2.16835 -5.31800 -0.39782 0.00
H 1.96030 -7.07965 -1.92147 0.00
H 0.67765 -6.61524 -4.06536 0.00
H -0.27203 -4.29844 -4.31094 0.00
```

The HOMO energy (spin up / spin down) is -0.4082 / -0.4202 Ha. The calculation puts the energy above the lowest of the compared OMol25 structures with the same formula, charge and spin at 14.3 kcal per mole. The max |F| comes out at 0.44 eV/A. Its charge is +1. The value obtained for the LUMO energy (spin up / spin down) is -0.1385 / -0.1888 Eh. Its frontier orbital gap (spin up / spin down) is 7.34 / 6.30 eV. The multiplicity is 6.

***

C3H3NO | ωB97M-V/def2-TZVPD

Geometry as XYZ:
```
8
Properties=species:S:1:pos:R:3:nbo_charge:R:1
N -2.35029 0.06125 0.02257 -0.58
C -1.23453 0.38022 0.48539 0.25
C 0.03916 0.24072 0.48992 0.11
C 1.27023 0.15897 -0.21893 -0.10
O 0.98292 -0.59767 1.00142 -0.43
H -2.02390 -0.73007 -0.55644 0.35
H 1.30395 -0.44542 -1.12654 0.19
H 2.01245 0.93199 -0.09738 0.20
```

The HOMO energy is -0.3236 Ha. The calculation puts the energy above the lowest of the compared OMol25 structures with the same formula, charge and spin at 88.8 kcal per mole. The max |F| comes out at 1.20 eV/A. Its charge is 0. The value obtained for the LUMO energy is 0.0281 Eh. Its SMILES is N=C=C1CO1. Its frontier orbital gap is 9.57 eV.

***

C21H36BN4O14 | ωB97M-V/def2-TZVPD

Geometry as XYZ:
```
76
Properties=species:S:1:pos:R:3:mulliken_charge:R:1
C -0.24826 5.00397 -0.15435 -0.53
O -0.96715 5.38390 -1.36107 -0.40
B -0.94384 4.29092 -2.17399 0.50
O 0.23057 3.96299 -2.84476 -0.61
N -2.08379 3.38804 -2.40117 -0.12
C -3.22206 3.38133 -1.66354 0.32
N -3.56650 4.13838 -0.64444 -0.42
C -4.79156 3.65425 -0.32635 -0.19
N -5.14802 2.65823 -1.10781 0.31
C -6.31188 1.81399 -1.15503 0.23
C -7.56007 2.24156 -1.55244 -0.43
C -8.59745 1.34398 -1.59859 -0.59
C -8.42613 0.01486 -1.27405 -0.43
C -7.17135 -0.41171 -0.85802 -0.68
C -6.13848 0.48856 -0.80860 -0.03
N -4.16360 2.45284 -2.01851 -0.12
H 0.70721 4.51491 -0.38490 0.20
H -0.87432 4.24684 0.34305 0.26
H -0.04518 5.86415 0.48162 0.28
H 0.34121 3.00753 -2.73395 0.33
H -2.04558 2.71658 -3.15539 0.28
H -5.43601 4.00500 0.47056 0.47
H -7.70625 3.28155 -1.83901 0.46
H -9.59602 1.63444 -1.91581 0.37
H -9.23595 -0.70644 -1.32078 0.41
H -6.97567 -1.44875 -0.59878 0.39
H -5.15149 0.13719 -0.50121 0.43
H -4.07865 1.79997 -2.78288 0.36
C -1.63236 0.42282 -1.37738 -0.44
O -1.49709 -0.91998 -0.95142 -0.36
C -1.23021 -1.78012 -1.95166 0.68
O -1.11531 -1.47860 -3.11033 -0.56
O -1.11545 -2.99126 -1.43285 -0.34
C -0.82100 -4.02581 -2.38542 -0.69
H -1.84522 1.03100 -0.49919 0.30
H -0.70249 0.77340 -1.82695 0.31
H -2.45841 0.52735 -2.08022 0.15
H 0.13228 -3.83577 -2.87421 0.31
H -1.61942 -4.10701 -3.12091 0.42
H -0.75193 -4.95832 -1.83324 0.19
C 2.86000 4.09621 5.14164 -0.64
O 2.56727 4.16630 3.74235 -0.31
C 3.48415 3.59596 2.96361 0.74
O 4.48890 3.04562 3.32654 -0.53
O 3.09801 3.71927 1.69153 -0.24
C 4.01110 3.14449 0.75163 -0.64
H 2.04583 4.59139 5.66362 0.23
H 2.91223 3.05993 5.47184 0.30
H 3.79005 4.61552 5.36580 0.29
H 4.11593 2.07368 0.92153 0.33
H 4.98063 3.63596 0.80709 0.30
H 3.59312 3.30465 -0.23951 0.16
C 1.79090 -4.60837 0.30771 -0.87
O 1.31781 -5.39541 -0.78558 -0.17
C 2.15626 -6.36839 -1.15905 0.68
O 3.22250 -6.60628 -0.65971 -0.55
O 1.60173 -7.02230 -2.17846 -0.29
C 2.39468 -8.09995 -2.68538 -0.65
H 1.03188 -3.85816 0.51837 0.33
H 1.92807 -5.22372 1.19577 0.32
H 2.71920 -4.10198 0.04624 0.35
H 2.55665 -8.85254 -1.91574 0.30
H 3.34625 -7.73132 -3.06459 0.30
H 1.83871 -8.54784 -3.50450 0.21
C 5.08543 -3.59157 2.19035 -0.58
O 5.65220 -2.28871 2.05728 -0.32
C 5.52839 -1.52280 3.14495 0.77
O 4.99565 -1.84319 4.17494 -0.54
O 6.06600 -0.33573 2.87530 -0.33
C 5.97445 0.61240 3.94441 -0.55
H 5.24206 -4.11231 1.24863 0.24
H 5.57744 -4.15382 2.98212 0.33
H 4.01423 -3.51952 2.37747 0.21
H 6.50860 0.26286 4.82752 0.38
H 4.93336 0.81118 4.17974 0.24
H 6.43321 1.53166 3.59845 0.18
```

The HOMO energy is -0.4429 Ha. The max |F| comes out at 2.83 eV/A. Its charge is +1. The value obtained for the LUMO energy is -0.1185 Eh. Its frontier orbital gap is 8.83 eV.

***

C38H107N7O17 | ωB97M-V/def2-TZVPD

Geometry as XYZ:
```
169
Properties=species:S:1:pos:R:3:mulliken_charge:R:1
C -1.88249 -2.77657 -2.67284 -0.76
O -2.67474 -2.47483 -3.77568 -0.15
C -2.82610 -3.58992 -4.64017 -0.66
C -3.58864 -3.15223 -5.86096 0.45
C -4.02727 -4.33624 -6.72135 -1.55
N -2.86117 -2.16591 -6.68367 -0.70
H -0.81324 -2.78410 -2.89906 0.38
H -2.16615 -3.66928 -2.09915 0.40
H -2.05142 -1.98786 -1.93039 0.04
H -1.83904 -3.94689 -4.97456 0.28
H -3.35992 -4.40214 -4.13365 0.33
H -4.51204 -2.64861 -5.55725 0.28
H -3.17841 -4.85440 -7.16795 0.33
H -4.69276 -3.93962 -7.48811 0.37
H -4.64146 -5.03755 -6.15325 0.40
H -2.72748 -1.34750 -6.09599 0.26
H -1.92170 -2.53008 -6.83236 0.30
C 0.90744 -1.35808 -0.93614 -1.18
O 1.53627 -0.11033 -1.17025 1.57
C 1.94098 0.58686 0.03113 -1.70
C 0.80404 0.90161 0.96190 2.71
C -0.40576 1.53917 0.22843 -0.85
N 1.27859 1.74516 2.09329 -0.89
H 1.37694 -1.97342 -0.16332 0.37
H 0.91515 -1.93366 -1.85701 0.12
H -0.12909 -1.24073 -0.60083 -0.11
H 2.74814 -0.01122 0.45935 0.21
H 2.32024 1.51260 -0.41423 -0.02
H 0.36098 0.00615 1.41505 -0.83
H -0.93096 0.71824 -0.26115 0.05
H -0.10476 2.22999 -0.56594 -0.04
H -1.02247 2.09691 0.92837 0.28
H 0.45074 2.19113 2.48898 0.19
H 1.62640 2.57614 1.60977 0.36
C -6.90603 3.53609 2.74534 -0.95
O -5.54168 3.82342 2.76541 -0.12
C -4.94719 3.75412 4.04898 -0.77
C -3.79812 4.70264 4.07275 0.49
C -2.74731 4.39109 3.01271 -0.40
N -3.18743 4.80824 5.41542 -0.79
H -7.26767 3.56664 1.71798 0.23
H -7.56442 4.20173 3.32232 0.35
H -7.09295 2.52332 3.13713 0.35
H -5.68926 3.93037 4.83146 0.48
H -4.55256 2.73523 4.19604 0.04
H -4.06920 5.72033 3.76772 0.24
H -2.18672 3.44342 3.13170 0.28
H -1.94506 5.12359 3.02519 -0.19
H -3.08417 4.25945 1.97938 -0.14
H -2.53787 5.58941 5.40170 0.32
H -2.55996 4.00728 5.49204 0.31
C 3.75712 -8.25363 -0.33679 -0.71
O 3.26902 -7.19810 -1.14797 -0.40
C 2.07858 -6.64456 -0.64210 -0.78
C 1.73400 -5.35917 -1.38850 0.92
C 1.82843 -5.58769 -2.89102 -1.68
N 2.64770 -4.25756 -0.98194 0.05
H 4.48190 -8.79123 -0.94557 0.26
H 2.95463 -8.89588 0.02969 0.34
H 4.31112 -7.84336 0.51738 0.17
H 1.26115 -7.36839 -0.76397 0.52
H 2.17170 -6.39469 0.42480 0.27
H 0.72181 -5.10887 -1.05130 0.07
H 2.87646 -5.67716 -3.17579 0.34
H 1.45408 -4.73758 -3.47310 0.33
H 1.28114 -6.46696 -3.23377 0.45
H 3.37970 -4.72017 -0.44498 0.30
H 3.18166 -3.92230 -1.77912 -0.15
C -2.19988 7.73909 1.97743 -0.67
O -1.00535 7.05508 2.29644 -0.37
C -0.40098 6.60114 1.10103 -0.52
C 0.88076 5.83337 1.38485 0.30
C 1.51764 5.29130 0.12802 -1.23
N 0.63852 4.67552 2.30562 -0.12
H -1.94995 8.58736 1.32824 0.35
H -2.65192 8.17792 2.86463 0.25
H -2.88482 7.04226 1.48740 0.22
H -1.04110 6.00382 0.43561 0.02
H -0.10803 7.50751 0.54876 0.55
H 1.56983 6.54256 1.85315 0.31
H 2.42782 4.74750 0.38592 0.19
H 1.78826 6.08293 -0.57587 0.56
H 0.85590 4.58773 -0.38435 0.07
H -0.25244 4.85748 2.76012 0.06
H 1.24753 4.89649 3.09489 0.30
C 4.00949 -6.75488 3.86691 -0.86
O 2.91971 -6.25476 3.16912 -0.11
C 1.96650 -5.64937 4.04039 -0.94
C 0.98109 -4.88894 3.18230 0.49
C 1.68618 -3.92125 2.21671 -0.76
N 0.03340 -4.12869 4.04527 -0.76
H 4.77443 -7.08328 3.15833 0.22
H 3.76476 -7.60491 4.51608 0.33
H 4.52215 -6.00747 4.49025 0.32
H 1.51590 -6.40102 4.69154 0.40
H 2.46565 -4.88431 4.65824 0.36
H 0.37100 -5.58329 2.59530 0.30
H 2.42183 -3.37267 2.81003 -0.03
H 0.93441 -3.25071 1.80432 0.26
H 2.16804 -4.49212 1.43547 0.03
H -0.38107 -3.47593 3.37439 0.22
H 0.62023 -3.44521 4.53811 0.34
C -3.97584 1.19896 -3.78472 -0.39
O -4.79249 2.33367 -3.56788 -0.49
C -4.10190 3.37155 -2.89822 -1.00
C -3.74606 3.03572 -1.44236 1.16
C -4.99696 3.05664 -0.58051 -1.75
N -2.79943 4.01013 -0.88826 -0.28
H -4.34377 0.66281 -4.66467 0.26
H -4.10742 0.43535 -3.00729 0.25
H -2.93394 1.50496 -3.88269 0.07
H -3.18209 3.63611 -3.44148 0.41
H -4.79739 4.21502 -2.91086 0.43
H -3.31814 2.03152 -1.46339 -0.31
H -5.69507 2.28479 -0.92752 0.45
H -5.62838 3.91886 -0.84470 0.40
H -4.77180 3.03897 0.47987 0.29
H -3.16712 4.95414 -0.96793 0.27
H -1.94594 4.01709 -1.44167 0.18
O 5.75246 2.33253 -0.92276 -0.53
C 5.11248 3.45241 -1.51023 0.41
C 6.07618 4.61167 -1.59820 -0.46
O 7.01530 4.61966 -0.52342 -0.57
H 5.48772 1.54514 -1.42233 0.43
H 4.73990 3.21195 -2.51623 0.26
H 4.17799 3.66777 -0.97245 -0.22
H 5.55858 5.57320 -1.65739 0.30
H 6.67493 4.57407 -2.51718 0.22
H 6.92382 3.73765 -0.14081 0.38
O -1.48800 -1.81506 2.94507 -0.58
C -2.45220 -0.78667 2.75669 0.25
C -3.78350 -1.17496 3.34148 -0.68
O -4.66144 -0.07726 3.14577 -0.42
H -0.65156 -1.37732 3.14276 0.17
H -2.11477 0.14870 3.21235 0.22
H -2.60437 -0.60807 1.68429 0.02
H -3.70303 -1.43698 4.40504 0.31
H -4.15698 -2.09851 2.88015 0.36
H -5.56791 -0.38866 3.20314 0.27
O 2.00678 1.13184 -3.50049 -0.51
C 1.12733 1.02423 -4.59702 -0.93
C -0.33131 1.24075 -4.19225 -0.40
O -0.67448 0.58377 -3.00328 0.14
H 1.78440 0.58822 -2.72719 0.22
H 1.47027 1.77108 -5.30998 0.42
H 1.22880 0.02399 -5.04052 0.26
H -0.98235 0.96901 -5.02445 0.47
H -0.49021 2.32133 -4.03913 0.22
H 0.03993 0.50400 -2.36028 -0.17
O 4.13320 -0.71451 5.33846 -0.60
C 3.04956 -0.79756 4.39975 0.72
C 1.82027 -0.24905 5.06070 -0.71
O 0.77969 -0.17385 4.07884 -0.48
H 4.85807 -1.24794 5.00597 0.33
H 3.30094 -0.23234 3.49696 0.23
H 2.87960 -1.83816 4.11046 -0.53
H 1.97816 0.73590 5.50248 0.33
H 1.43471 -0.92081 5.82536 0.42
H 1.07017 0.47364 3.40769 0.39
O 4.70792 -3.29493 -3.40908 -0.52
C 4.64516 -1.86526 -3.42757 -0.41
C 4.75247 -1.38988 -1.98705 -0.09
O 4.67618 0.04321 -1.97550 -0.62
H 5.23962 -3.62906 -4.13435 0.29
H 5.43802 -1.39988 -4.01279 0.51
H 3.67420 -1.61763 -3.86996 0.09
H 5.74812 -1.64289 -1.62757 0.52
H 3.99064 -1.82936 -1.34095 -0.18
H 3.78523 0.26253 -2.27354 0.11
```

The HOMO energy is -0.3321 Ha. The calculation puts the energy above the lowest of the compared OMol25 structures with the same formula, charge and spin at 13.2 kcal per mole. The max |F| comes out at 1.95 eV/A. Its charge is 0. The value obtained for the LUMO energy is 0.0137 Eh. Its SMILES is COC[C@H](C)N.COC[C@H](C)N.COC[C@H](C)N.COC[C@H](C)N.COC[C@H](C)N.COC[C@H](C)N.COC[C@H](C)N.OCCO.OCCO.OCCO.OCCO.OCCO. Its frontier orbital gap is 9.41 eV.